{"formula": "CH3BrFOP", "method": "ωB97M-V/def2-TZVPD", "relative_energy_kj_mol": 408.1, "orbital_gap_ha": [0.2984, 0.2803], "e_tot_ev": -85180.1941, "homo_energy_ev": [-7.95, -8.08], "symbols": ["C", "O", "F", "P", "Br", "H", "H", "H"], "xyz": [[0.257, -0.099, -0.115], [-0.836, 0.609, -0.492], [2.317, -2.120, 0.291], [2.732, -1.003, -0.815], [3.693, 0.549, 0.411], [0.809, 0.278, 0.648], [-0.840, 1.614, -0.374], [-0.084, -1.203, 0.031]], "forces_ev_per_angstrom": [[-1.9, -3.4, -1.1], [-0.1, 1.8, -0.6], [0.3, 0.5, -0.2], [-1.6, 0.0, -0.1], [0.1, 0.1, 0.3], [1.6, 1.3, 2.2], [0.7, -2.2, -0.1], [0.9, 2.0, -0.4]]}